# 1
Computed, not measured: a structure of composition C27H65BeClN5O7, with wB97M-V/def2-TZVPD.

Structure (XYZ):
```
106
Properties=species:S:1:pos:R:3:forces:R:3:mulliken_charge:R:1
Be 7.606 -3.116 3.955 -0.01 0.03 0.01 0.482
N 4.478 -1.686 -3.039 -1.44 -0.22 -0.40 -0.382
H 4.044 -2.526 -3.394 0.26 -0.77 -0.46 0.402
H 4.142 -1.642 -2.087 0.61 0.33 0.96 0.366
H 3.995 -0.953 -3.538 -0.01 0.94 -0.52 0.195
H 5.471 -1.657 -3.218 0.43 0.00 0.32 0.392
N 0.400 -0.458 6.427 -0.97 -0.86 -1.02 -0.399
H -0.311 0.132 6.835 0.57 1.11 0.69 0.402
H -0.220 -1.042 5.883 -0.11 -1.30 -0.33 0.242
H 0.939 -1.018 7.071 0.08 -0.10 0.51 0.384
H 0.988 -0.085 5.695 0.60 1.09 -0.17 0.356
Cl 2.560 -0.422 2.178 -0.48 2.11 -3.44 1.614
O 3.862 -0.938 2.374 1.53 0.09 0.30 -0.627
O 2.323 -0.156 0.738 0.75 -0.27 1.09 -0.658
O 1.628 -1.362 2.594 -2.62 -3.00 1.44 -0.610
O 2.285 0.788 2.890 0.66 0.94 0.85 -0.663
C 2.962 0.927 -8.603 -0.34 0.59 0.91 -1.604
C 3.889 0.503 -7.406 -1.36 -2.63 -1.20 1.054
C 5.332 0.676 -7.817 0.42 2.24 0.20 -1.117
C 5.598 2.247 -7.857 1.86 -1.25 1.43 -0.654
C 5.372 2.786 -6.432 -0.60 -0.88 -0.59 -1.436
C 3.885 2.524 -5.967 1.85 2.64 1.04 1.708
N 3.616 1.088 -6.090 0.84 1.08 0.11 0.454
O 2.344 0.751 -5.518 0.97 0.23 -0.89 -0.380
C 3.912 2.922 -4.469 -0.74 -0.54 1.03 -1.912
C 2.909 3.589 -6.640 -0.84 -1.18 0.81 -1.759
C 3.634 -1.004 -7.262 -1.02 -1.20 0.25 -1.748
H 3.364 0.641 -9.575 0.15 -0.13 0.23 0.365
H 2.773 2.001 -8.619 0.17 -0.03 -0.11 0.360
H 1.995 0.440 -8.480 -0.14 -0.03 -0.16 0.468
H 5.969 0.159 -7.100 0.17 0.57 0.56 0.360
H 5.661 0.176 -8.728 -0.91 0.14 -0.41 0.420
H 5.138 2.865 -8.628 -0.41 -0.52 -0.02 0.307
H 6.675 2.357 -7.983 0.10 0.09 -0.49 0.447
H 5.769 3.796 -6.325 -1.07 0.55 -0.27 0.451
H 6.064 2.315 -5.733 -0.14 -0.83 0.00 0.505
H 4.154 2.137 -3.753 0.80 -0.58 -0.45 0.266
H 4.592 3.748 -4.259 -0.12 0.07 -0.28 0.422
H 2.945 3.158 -4.023 -0.38 0.52 -0.60 0.437
H 2.631 4.345 -5.906 0.34 0.01 0.08 0.434
H 3.115 4.144 -7.556 0.58 -0.65 -0.14 0.317
H 1.987 3.019 -6.752 -0.38 0.29 -0.44 0.449
H 2.642 -1.348 -6.969 -0.78 0.99 -0.22 0.401
H 4.120 -1.529 -6.439 1.29 0.25 -0.21 0.294
H 3.724 -1.534 -8.211 0.75 0.07 0.03 0.438
H 1.770 0.919 -6.270 -0.95 -0.06 -0.03 0.380
C -4.465 -5.155 3.618 0.80 0.08 -2.77 -1.908
C -4.239 -5.026 5.063 -0.96 1.57 1.95 1.562
C -4.752 -6.215 5.909 1.67 0.23 -0.12 -1.096
C -3.786 -7.424 5.885 0.48 1.76 0.20 -0.686
C -2.334 -6.976 6.284 -2.58 -0.97 -0.77 -1.154
C -1.797 -5.777 5.476 -1.55 -2.83 0.19 1.346
N -2.820 -4.708 5.424 0.12 -2.53 0.50 0.114
O -2.332 -3.569 4.892 0.15 0.67 -0.21 -0.275
C -0.569 -5.443 6.196 2.30 3.00 -1.21 -1.759
C -1.361 -6.395 4.050 -1.63 0.12 0.05 -1.373
C -5.026 -3.707 5.417 -1.42 -0.05 0.62 -1.765
H -5.497 -5.162 3.267 -0.18 -0.21 0.66 0.452
H -3.945 -5.951 3.084 -0.05 -0.27 0.31 0.243
H -4.096 -4.223 3.190 0.12 0.10 -0.49 0.546
H -4.710 -5.825 6.926 -0.63 -0.20 0.23 0.422
H -5.754 -6.501 5.590 0.00 0.26 0.17 0.450
H -3.670 -7.827 4.879 -0.69 -0.55 0.18 0.299
H -4.161 -8.092 6.661 0.16 -0.59 -0.57 0.387
H -1.777 -7.870 6.002 0.66 0.28 0.52 0.387
H -2.349 -6.824 7.363 0.51 0.25 -0.05 0.436
H -0.621 -4.837 7.101 -0.46 -0.79 0.43 0.393
H 0.184 -6.230 6.180 -0.49 -0.19 0.55 0.358
H -0.144 -4.718 5.501 0.87 0.43 -0.02 0.422
H -2.178 -6.980 3.627 -0.19 -0.29 0.45 0.350
H -1.232 -5.711 3.211 0.85 0.51 0.42 0.291
H -0.557 -7.114 4.208 0.26 0.51 -0.08 0.432
H -6.075 -3.889 5.652 -0.07 -1.05 0.46 0.479
H -5.290 -3.036 4.601 1.26 0.20 -0.37 0.369
H -4.694 -3.153 6.295 0.49 -0.09 -0.20 0.395
H -2.371 -3.775 3.955 0.25 0.65 -1.00 0.365
C -4.935 3.758 1.188 1.38 0.77 0.63 -1.741
C -3.324 3.732 1.001 -1.45 -0.06 -2.46 1.576
C -3.011 3.190 -0.473 -1.30 -1.66 1.33 -1.240
C -1.767 3.585 -1.216 -0.87 1.49 0.90 -0.773
C -1.581 5.138 -0.987 -0.16 -0.91 -0.78 -1.103
C -1.652 5.699 0.475 -1.56 -1.61 -2.22 1.119
N -2.872 5.121 1.115 1.04 0.24 1.66 0.291
O -3.076 5.711 2.384 -0.81 -0.96 -1.87 -0.347
C -0.469 5.095 1.114 0.89 -1.66 1.32 -1.630
C -1.568 7.191 0.516 -0.26 0.15 -0.87 -1.605
C -2.710 2.778 2.040 1.23 0.35 1.34 -1.502
H -5.029 4.264 2.149 -0.45 -0.11 0.03 0.491
H -5.370 2.762 1.265 0.29 0.02 -0.28 0.398
H -5.399 4.386 0.427 0.05 -0.29 -0.05 0.447
H -3.019 2.120 -0.264 0.31 -0.25 -0.15 0.432
H -3.944 3.216 -1.036 0.15 0.92 -0.37 0.469
H -1.841 3.363 -2.281 -0.33 0.32 -0.03 0.423
H -0.900 2.993 -0.924 0.12 0.27 0.46 0.395
H -2.334 5.738 -1.498 0.11 -0.35 -0.69 0.401
H -0.603 5.191 -1.466 0.15 1.48 0.39 0.473
H 0.399 5.586 0.676 0.15 -0.01 0.63 0.437
H -0.585 5.112 2.198 0.90 0.53 0.19 0.258
H -0.438 4.032 0.873 0.33 0.04 -0.04 0.548
H -0.651 7.367 -0.047 0.37 0.48 0.64 0.406
H -2.295 7.662 -0.146 -0.51 -0.01 0.46 0.407
H -1.600 7.571 1.537 0.25 0.27 -0.34 0.365
H -3.265 2.539 2.947 -0.52 0.63 -0.14 0.390
H -1.797 3.285 2.353 0.15 -0.37 0.38 0.326
H -2.382 1.796 1.697 -0.21 0.25 -0.76 0.346
H -2.296 5.460 2.884 0.58 0.08 0.64 0.440
```
Positions in Å, forces in eV/Å.

Results
energy relative to the best compared isomer or geometry (same formula, charge and spin) = 124.2 kcal/mol
total charge = +3

---

# 2
Computed, not measured: a cluster of 7 separate species, C27H65N3O7 in total, with wB97M-V/def2-TZVPD.

Structure (XYZ):
```
102
Properties=species:S:1:pos:R:3:forces:R:3:mulliken_charge:R:1
O -22.921 9.261 -5.925 0.24 -0.07 -0.06 -0.636
H -23.254 10.157 -5.969 -0.05 0.25 -0.03 0.318
H -23.640 8.755 -5.546 -0.16 -0.17 0.10 0.320
O -18.129 3.851 -5.046 0.16 -0.12 0.13 -0.636
H -18.958 3.480 -5.351 -0.20 -0.14 -0.06 0.316
H -18.151 4.761 -5.342 0.05 0.31 -0.07 0.320
O -18.044 8.385 -5.644 0.13 -0.22 0.17 -0.646
H -17.801 8.688 -6.519 0.11 0.10 -0.22 0.319
H -18.938 8.703 -5.520 -0.28 0.09 0.06 0.327
O -16.884 6.834 -0.949 0.01 -0.04 0.26 -0.637
H -17.334 6.351 -1.642 -0.12 -0.17 -0.18 0.320
H -16.489 7.583 -1.396 0.12 0.20 -0.10 0.318
C -10.991 7.561 -3.573 -0.72 -0.49 0.57 -1.973
C -10.072 6.432 -3.094 -0.91 0.47 0.95 1.494
C -8.980 6.326 -4.158 1.37 -0.64 0.99 -1.200
C -7.742 5.549 -3.613 -0.99 0.16 -1.56 -0.617
C -7.249 6.311 -2.413 -1.50 -1.75 1.84 -1.073
C -8.298 6.351 -1.238 0.38 -0.86 0.60 1.039
N -9.509 6.952 -1.802 1.89 0.26 -1.70 0.102
O -10.450 7.297 -0.861 -0.46 -0.32 0.19 -0.421
C -8.566 4.889 -0.557 1.33 1.24 -0.93 -1.483
C -7.748 7.281 -0.062 -1.36 -1.64 -0.51 -1.705
C -10.873 5.067 -2.922 0.42 0.65 0.29 -1.423
H -11.798 7.815 -2.886 -0.11 -0.55 0.24 0.399
H -11.464 7.171 -4.474 0.13 0.76 -0.44 0.443
H -10.446 8.505 -3.597 0.22 -0.20 -0.82 0.441
H -9.493 5.920 -5.030 0.50 0.05 -0.29 0.454
H -8.495 7.289 -4.318 -0.88 0.45 -0.52 0.361
H -6.873 5.515 -4.270 -0.27 0.35 -0.75 0.372
H -7.989 4.488 -3.559 0.02 -0.10 1.05 0.356
H -7.082 7.362 -2.648 0.61 -0.20 -0.16 0.354
H -6.410 5.695 -2.090 0.56 0.87 0.48 0.365
H -7.601 4.700 -0.088 -0.22 -0.22 0.58 0.496
H -9.380 4.877 0.167 0.14 0.19 0.11 0.335
H -8.693 4.039 -1.228 -0.25 0.35 -0.37 0.310
H -8.586 7.216 0.632 -0.11 1.10 0.10 0.457
H -6.978 6.822 0.559 0.55 -0.13 -0.70 0.382
H -7.472 8.278 -0.406 -0.27 -0.07 0.18 0.354
H -11.653 4.791 -3.632 0.26 0.61 -0.67 0.430
H -11.467 5.129 -2.010 0.27 -0.14 0.39 0.323
H -10.195 4.215 -2.892 -0.01 0.07 0.27 0.259
H -10.757 6.445 -0.544 -0.62 -0.28 0.58 0.370
C -22.153 5.564 -12.127 -0.78 2.01 1.38 -1.970
C -21.221 4.674 -12.812 -0.69 -1.46 -1.22 1.644
C -20.729 5.351 -14.094 0.76 0.55 0.00 -1.218
C -19.459 4.730 -14.650 -0.38 -0.11 -0.38 -0.730
C -18.418 4.598 -13.540 0.59 0.99 -1.72 -1.312
C -18.869 3.726 -12.399 0.12 -0.83 -0.05 1.488
N -20.160 4.315 -11.900 2.17 0.16 1.44 0.388
O -20.578 3.895 -10.519 0.34 -0.18 -2.57 -0.472
C -18.918 2.266 -12.945 0.00 0.20 0.46 -1.743
C -17.725 3.746 -11.350 -0.87 0.68 0.14 -1.933
C -22.013 3.492 -13.349 -0.23 -1.49 0.36 -1.673
H -22.764 6.176 -12.789 -0.15 -0.34 -0.28 0.385
H -22.799 5.076 -11.396 0.08 -0.08 -0.08 0.329
H -21.533 6.290 -11.601 -0.12 0.21 0.32 0.498
H -21.577 5.373 -14.779 0.12 -0.35 -0.19 0.518
H -20.510 6.413 -13.980 0.14 0.19 0.64 0.360
H -19.593 3.753 -15.114 -0.43 -0.24 0.27 0.334
H -19.158 5.308 -15.523 0.52 0.38 0.27 0.417
H -18.023 5.571 -13.247 -0.59 0.34 0.53 0.400
H -17.526 4.205 -14.029 0.11 -0.69 0.24 0.485
H -17.922 1.951 -13.258 0.28 0.10 0.39 0.413
H -19.489 2.110 -13.860 -0.46 0.07 0.46 0.378
H -19.234 1.652 -12.102 -0.24 -0.40 -0.37 0.375
H -16.750 3.655 -11.828 -0.15 -0.26 -0.19 0.405
H -17.826 2.986 -10.575 -0.09 0.01 -0.08 0.354
H -17.726 4.733 -10.887 0.00 0.05 0.25 0.461
H -22.480 2.929 -12.541 -0.06 0.04 0.21 0.354
H -22.810 3.785 -14.034 0.06 0.14 0.01 0.433
H -21.365 2.770 -13.846 -0.12 0.15 -0.22 0.318
H -20.225 4.612 -9.987 0.04 0.19 -0.03 0.314
C -14.723 12.911 -9.562 -1.25 -0.27 0.02 -1.767
C -15.797 14.040 -9.689 1.03 1.06 -1.04 1.580
C -15.437 14.845 -11.012 0.70 -0.37 -1.01 -1.237
C -15.970 14.231 -12.370 1.43 1.11 1.27 -0.802
C -17.364 13.858 -12.247 -1.56 0.20 -0.76 -1.142
C -17.800 13.066 -11.033 0.04 -1.43 0.91 1.673
N -17.238 13.631 -9.743 1.36 1.55 -1.02 0.212
O -17.523 12.960 -8.528 -0.37 -0.93 -0.73 -0.479
C -19.326 13.144 -10.962 -0.20 -0.67 0.58 -1.933
C -17.338 11.606 -11.331 0.14 0.50 -0.17 -1.556
C -15.592 15.014 -8.497 -0.69 -0.47 0.70 -2.001
H -14.562 12.507 -10.561 0.22 -0.27 0.19 0.347
H -15.116 12.143 -8.895 0.04 -0.23 -0.11 0.354
H -13.769 13.222 -9.136 -0.13 0.41 -0.17 0.418
H -15.566 15.911 -10.822 -0.91 0.04 -0.45 0.431
H -14.368 14.818 -11.220 0.42 -0.20 0.85 0.394
H -15.351 13.400 -12.707 0.15 -0.50 0.73 0.363
H -15.937 14.798 -13.301 0.47 1.10 0.45 0.412
H -17.468 13.302 -13.179 -1.11 -0.61 0.23 0.389
H -18.025 14.713 -12.391 0.10 0.36 0.32 0.411
H -19.749 12.841 -11.920 -0.04 0.30 -0.11 0.392
H -19.751 12.452 -10.236 0.27 -0.30 0.12 0.391
H -19.706 14.106 -10.618 0.29 0.30 -0.48 0.432
H -16.252 11.538 -11.282 -0.06 -0.20 0.86 0.339
H -17.886 10.878 -10.732 0.42 -0.12 0.03 0.324
H -17.437 11.397 -12.396 -0.85 -0.16 -0.01 0.382
H -14.565 15.348 -8.349 0.02 -0.01 -0.45 0.405
H -15.859 14.523 -7.562 0.26 -0.48 0.06 0.469
H -16.265 15.870 -8.447 0.01 0.22 -0.78 0.449
H -17.936 13.637 -7.988 -0.19 0.08 -0.05 0.349
```
Positions in Å, forces in eV/Å.

Results
energy relative to the best compared isomer or geometry (same formula, charge and spin) = 92.7 kcal/mol
SMILES = CC1(C)CCCC(C)(C)N1O.CC1(C)CCCC(C)(C)N1O.CC1(C)CCCC(C)(C)N1O.O.O.O.O

---

HOMO-LUMO gap per entry: 0.04305 0.30510 Eh
Highest occupied orbital energy per entry: -13.9361 -8.1744 eV
Largest force on an atom per entry: 4.23 2.96 eV/A